[1]
# C38H43N11O2P2Pt

A molecular structure, C38H43N11O2P2Pt (ωB97M-V/def2-TZVPD, the Open Molecules 2025 dataset).

CARTESIAN COORDINATES (ANGSTROEM)
Pt -0.1885 0.0284 0.6036
N -0.0347 -2.9805 1.9944
C -0.1030 -2.0175 2.9147
N 0.0000 -2.3200 4.1902
C -0.2840 -1.3531 5.0674
N -0.1286 -1.5811 6.3533
N -0.8133 -0.1393 4.7052
C -0.7918 0.1162 3.4431
N -0.2944 -0.7258 2.4884
C -1.4125 1.3714 2.9528
C -2.0071 2.2593 3.8280
C -2.5422 3.4366 3.3247
C -2.4301 3.6943 1.9663
C -1.8303 2.7498 1.1533
N -1.3566 1.5938 1.6263
H 0.0354 -3.9225 2.3539
H -0.5335 -2.8529 1.1219
H 0.1870 -2.4849 6.6725
H -0.4225 -0.8927 7.0285
H -2.0361 2.0157 4.8806
H -3.0275 4.1463 3.9818
H -2.8076 4.6098 1.5326
H -1.7342 2.9427 0.0919
N -0.7708 0.7652 -1.2649
C -2.2385 0.4024 -1.3810
C -2.8630 0.6439 -2.7493
C -2.4601 -0.3316 -3.8680
C -3.6363 -0.7200 -4.7621
N -4.6010 -1.5107 -4.0009
C -5.7487 -1.9757 -4.4984
N -6.0950 -1.7174 -5.7548
N -6.5545 -2.7011 -3.7266
C -2.4469 -1.0375 -0.8627
O -3.3751 -1.6992 -1.2578
O -1.5460 -1.4420 0.0003
H -0.7183 1.7769 -1.3336
H -0.2211 0.3940 -2.0453
H -2.7395 1.0538 -0.6600
H -2.6926 1.6785 -3.0583
H -3.9377 0.5717 -2.5678
H -2.0327 -1.2499 -3.4569
H -1.6967 0.1149 -4.5066
H -3.2645 -1.3030 -5.6081
H -4.1175 0.1823 -5.1513
H -4.3576 -1.7534 -3.0461
H -5.4970 -1.2020 -6.3765
H -6.9615 -2.0605 -6.1377
H -6.3171 -2.9086 -2.7715
H -7.4150 -3.0860 -4.0808
N 2.7059 -0.0924 0.6253
P 1.7075 -1.0790 -0.2925
C 2.2385 -2.7502 -0.0391
C 2.8970 -3.0623 1.1604
C 3.4501 -4.3146 1.3370
C 3.3331 -5.2726 0.3338
C 2.6723 -4.9742 -0.8510
C 2.1323 -3.7152 -1.0491
C 1.8080 -0.6750 -2.0340
C 0.8869 -1.2168 -2.9429
C 1.0188 -0.9442 -4.2946
C 2.0572 -0.1346 -4.7466
C 2.9585 0.4150 -3.8462
C 2.8361 0.1515 -2.4881
P 1.7720 1.1852 1.2119
C 2.2182 2.7143 0.4057
C 1.6812 3.1424 -0.8101
C 2.1593 4.2852 -1.4258
C 3.1956 5.0050 -0.8413
C 3.7588 4.5768 0.3523
C 3.2730 3.4407 0.9799
C 2.0310 1.3817 2.9539
C 1.6190 2.5692 3.5718
C 1.8125 2.7321 4.9335
C 2.4250 1.7272 5.6730
C 2.8386 0.5488 5.0603
C 2.6342 0.3665 3.7037
H 3.7201 -0.1515 0.6470
H 2.9875 -2.3255 1.9479
H 3.9791 -4.5485 2.2507
H 3.7705 -6.2524 0.4736
H 2.5974 -5.7178 -1.6325
H 1.6623 -3.4949 -1.9938
H 0.0848 -1.8622 -2.5980
H 0.3280 -1.3826 -5.0027
H 2.1661 0.0600 -5.8053
H 3.7682 1.0388 -4.2002
H 3.5531 0.5796 -1.7990
H 0.9230 2.5623 -1.3057
H 1.7365 4.6163 -2.3647
H 3.5703 5.8981 -1.3238
H 4.5744 5.1305 0.7973
H 3.7152 3.1256 1.9159
H 1.1757 3.3699 2.9917
H 1.5142 3.6541 5.4144
H 2.6000 1.8716 6.7314
H 3.3402 -0.2164 5.6379
H 2.9729 -0.5447 3.2279

The total charge is +4. The molecular weight is 942.9 g/mol. Its LUMO energy is -11.11 eV. The value obtained for the orbital gap is 7.58 eV. Its spin multiplicity is 1.

Here are the Mulliken charges for atoms 1 to 8, given in e: 3.26 -0.01 0.25 -0.70 0.05 -0.28 -0.69 0.33

---

[2]
# C4H11N2S

A gas-phase ion, C4H11N2S (charge +1) (ωB97M-V/def2-TZVPD, the Open Molecules 2025 dataset).

CARTESIAN COORDINATES (ANGSTROEM)
C -0.0649 1.1585 1.2308
C 0.4628 0.3143 0.3137
C 1.5940 1.3500 -1.5798
C -1.0349 -1.8716 1.4909
N 0.5866 0.4626 -0.9752
N -1.8272 -1.0591 0.8909
S 1.0666 -1.3707 1.0735
H -0.1369 0.7122 2.2178
H -0.3725 2.2309 0.9480
H 1.5566 1.4151 -2.7065
H 1.6091 2.3578 -1.1155
H 2.6249 0.8474 -1.3019
H -0.9255 -1.8469 2.5824
H -0.9353 -2.8528 1.0970
H 0.3560 -0.3464 -1.5269
H -2.1396 -1.3968 0.0202
H -1.9219 -0.0918 1.2822
H 1.3389 -2.3067 0.2267

The total charge is +1. The molecular weight is 119.2 g/mol. Its LUMO energy is -3.87 eV. The value obtained for the orbital gap is 8.91 eV. Its spin multiplicity is 1.

Here are the Mulliken charges for atoms 1 to 8, given in e: -1.16 0.63 -0.74 -0.53 -0.30 -0.22 -0.10 0.47

---

[3]
# C32H57Br4N7

9 unconnected molecules or ions with the total composition C32H57Br4N7 (ωB97M-V/def2-TZVPD, the Open Molecules 2025 dataset).

CARTESIAN COORDINATES (ANGSTROEM)
C -2.4131 -0.3492 3.0453
C -1.9855 0.1566 4.4050
C -0.7319 -0.5954 4.9157
C 0.5568 -0.2447 4.2166
N 1.5722 -0.0091 3.6706
H -2.7114 -1.3927 2.9441
H -1.6682 -0.0514 2.3074
H -3.3010 0.1679 2.6815
H -2.7585 -0.0930 5.1318
H -1.8128 1.2320 4.3627
H -0.7870 -1.6700 4.7418
H -0.5676 -0.3836 5.9722
C -7.7021 -1.5283 -6.0924
C -6.1443 -1.3636 -6.3006
C -5.4099 -2.2966 -5.2324
C -5.5652 -1.7214 -3.9023
N -5.7961 -1.2787 -2.8597
H -8.2120 -1.0462 -6.9265
H -8.1184 -1.2129 -5.1357
H -7.8459 -2.6052 -6.1807
H -5.8183 -0.3243 -6.3426
H -5.8289 -1.8100 -7.2436
H -4.3211 -2.3481 -5.2346
H -5.8415 -3.2742 -5.0178
C -4.8791 3.5382 -3.4851
C -6.1158 2.6922 -3.9500
C -7.1240 2.4749 -2.8436
C -8.2547 1.5958 -3.2382
N -9.1448 0.8749 -3.4521
H -4.1627 3.4917 -4.3053
H -4.3690 3.2541 -2.5646
H -5.1872 4.5744 -3.3452
H -5.7242 1.7066 -4.2018
H -6.7488 3.1603 -4.7039
H -7.6553 3.4045 -2.6394
H -6.4890 2.1494 -2.0196
C -8.7579 1.7978 4.2444
C -7.9599 0.6276 4.8616
C -7.7391 0.7022 6.4306
C -6.8088 1.8246 6.8350
N -6.1741 2.7083 7.1612
H -9.7267 1.7913 4.7439
H -9.0492 1.5354 3.2274
H -8.0839 2.6229 4.4744
H -6.9774 0.5446 4.3971
H -8.2757 -0.3797 4.5905
H -7.3298 -0.2938 6.5989
H -8.6883 0.6550 6.9644
C -5.8666 -1.0555 0.5176
C -6.2075 -0.0135 1.6612
C -6.3120 1.4095 1.0846
C -5.0659 1.9184 0.5848
N -4.1403 2.3754 0.1858
H -4.9763 -0.8680 -0.0826
H -6.7017 -1.1899 -0.1699
H -5.6178 -2.0203 0.9596
H -5.7033 -0.2458 2.5993
H -7.2198 -0.3021 1.9441
H -6.5450 2.1674 1.8324
H -6.9343 1.4117 0.1897
C -6.5370 -4.8006 3.3541
C -5.7501 -3.5088 3.6559
C -4.2190 -3.6695 3.4252
C -3.8424 -3.6826 2.0255
N -3.5702 -3.6789 0.9161
H -6.1896 -5.6487 3.9440
H -6.3317 -5.0649 2.3167
H -7.5998 -4.5609 3.3213
H -6.1312 -3.2332 4.6392
H -6.0631 -2.6231 3.1030
H -4.0647 -4.6386 3.8997
H -3.8544 -2.7917 3.9588
C -10.4612 3.6720 -0.1472
C -9.5640 4.8169 -0.5402
C -9.1068 5.7702 0.5369
C -8.2685 5.1927 1.6157
N -7.6687 4.7341 2.5024
H -10.6529 2.9948 -0.9795
H -11.3376 4.1329 0.3085
H -9.8650 3.1095 0.5712
H -10.1566 5.2701 -1.3350
H -8.6625 4.4981 -1.0634
H -9.9838 6.1500 1.0612
H -8.5926 6.6340 0.1157
Br -9.0062 -2.2974 2.6070
C -9.3332 -3.7740 1.2798
C -10.2834 -3.4289 0.1212
Br -10.8532 -4.9233 -1.1072
H -9.7551 -4.6164 1.8281
H -8.3706 -4.0374 0.8416
H -9.7792 -2.5933 -0.3641
H -11.2591 -3.0459 0.4203
Br -2.1336 6.0550 2.4974
C -2.8104 4.2836 2.9631
C -4.3465 4.1227 2.9973
Br -4.7173 2.4091 3.8728
H -2.3855 4.0651 3.9428
H -2.5256 3.5480 2.2108
H -4.7106 4.1395 1.9700
H -4.8436 4.9041 3.5722

The SMILES is BrCCBr.BrCCBr.CCCC#N.CCCC#N.CCCC#N.CCCC#N.CCCC#N.CCCC#N.CCCC#N. The total charge is 0. The molecular weight is 859.5 g/mol. Its LUMO energy is -0.05 eV. The value obtained for the orbital gap is 9.96 eV. Its spin multiplicity is 1.

Here are the Mulliken charges for atoms 1 to 8, given in e: -0.28 -0.14 -0.53 0.16 -0.46 -0.09 0.47 -0.33

---

[4]
# C5H13NOS2

A single C5H13NOS2 molecule (ωB97M-V/def2-TZVPD, the Open Molecules 2025 dataset).

CARTESIAN COORDINATES (ANGSTROEM)
C 0.1164 -2.2077 -0.7474
C 1.9179 0.4007 1.1843
C -0.8842 -1.1034 -1.1480
C 1.1693 1.4292 0.3861
C -1.8319 0.5970 0.3710
N -0.6811 -0.0197 -0.1844
O 0.2949 0.8952 -0.6838
S -3.0181 1.3196 -1.0066
S -2.5848 -0.7026 1.3323
H -0.1807 -2.6664 0.1407
H 0.2097 -3.0143 -1.5249
H 1.1486 -1.9391 -0.7131
H 1.3459 -0.4207 1.4782
H 2.8564 0.0326 0.5810
H 2.3067 0.8421 2.1228
H -0.3635 -0.8517 -2.1176
H -1.8829 -1.2852 -1.1334
H 1.8969 1.9762 -0.2179
H 0.4041 2.1346 0.9384
H -1.6916 1.4869 0.8891
H -4.2419 0.7230 -0.8235
H -3.8467 -0.2157 1.4441

The SMILES is CCON(CC)C(S)S. The total charge is 0. The molecular weight is 167.3 g/mol. Its LUMO energy is 0.61 eV. The value obtained for the orbital gap is 9.21 eV. Its spin multiplicity is 1.

Here are the Mulliken charges for atoms 1 to 8, given in e: -1.20 -1.01 -0.61 -0.07 -0.45 0.16 -0.36 -0.24

---

[5]
# C6H13NO

A single C6H13NO molecule (ωB97M-V/def2-TZVPD, the Open Molecules 2025 dataset).

CARTESIAN COORDINATES (ANGSTROEM)
C 1.2644 0.0617 0.2184
C 0.3221 -0.6915 1.0565
C 1.9477 1.2890 0.7186
C -1.0806 -2.0301 -0.6666
C -0.9782 -0.8164 0.2204
N -0.0948 0.9947 -1.1404
C -1.2853 0.4783 -0.3918
O -1.4994 1.5294 0.5704
H -1.9533 1.0879 1.3004
H 1.7439 -0.4836 -0.5849
H 0.0460 0.4452 -1.9822
H -0.1598 1.9834 -1.4051
H -2.1513 0.4127 -1.0651
H 0.6963 -1.7041 1.2294
H 0.1756 -0.2132 2.0279
H 2.6547 0.9932 1.5060
H 2.5010 1.8195 -0.0567
H 1.2234 1.9672 1.1713
H -0.2782 -2.1488 -1.4248
H -1.0706 -2.9549 -0.0793
H -2.0235 -2.0197 -1.2224

The total charge is 0. The molecular weight is 115.2 g/mol. Its LUMO energy (spin up / spin down) is 0.54 / 0.54 eV. The value obtained for the orbital gap (spin up / spin down) is 6.42 / 6.42 eV. Its spin multiplicity is 1.

Here are the Mulliken charges for atoms 1 to 8, given in e: 0.32 -0.62 -1.36 -1.42 0.05 -0.53 -0.22 -0.56

---

| no. | maximum force (eV Å⁻¹) |
| --- | --- |
| 1 | 0.667 |
| 2 | 3.428 |
| 3 | 6.156 |
| 4 | 6.085 |
| 5 | 0.570 |